Record 1
Here is C21H42F6O21S5 as an isolated structure from the Open Molecules 2025 dataset. Energies are from the ωB97M-V functional and the def2-TZVPD basis.

XYZ file:
```
95
Properties=species:S:1:pos:R:3:forces:R:3
C 0.7414 -3.6923 4.3423 -1.114 1.935 0.958
C 0.5790 -3.0441 3.0116 -1.150 -0.754 -1.365
O 1.1174 -3.8550 1.8938 -1.002 -0.183 0.984
C 2.3487 -3.5554 1.6148 2.174 0.931 -0.303
O 3.0202 -2.6460 2.0542 -0.662 -1.015 -0.344
C 2.9167 -4.5916 0.6001 0.677 2.007 1.803
F 2.0109 -4.7601 -0.3377 0.118 -1.031 -0.813
F 4.0673 -4.0909 0.0614 -1.224 -1.396 0.457
F 3.1330 -5.7138 1.3499 0.191 0.410 -1.544
H 1.7240 -3.5874 4.7312 1.052 -0.538 0.144
H 0.2854 -4.6532 4.4448 0.078 -0.756 -0.158
H 0.1523 -3.0171 5.0198 0.288 -0.526 -0.394
H 1.1230 -2.1259 2.8899 -0.296 0.644 0.486
H -0.5048 -2.9810 2.7685 0.783 0.283 0.058
C 1.3413 -2.2587 -3.7625 0.271 -0.130 1.216
C 2.7900 -1.8873 -3.7231 -0.688 -0.072 -1.350
O 3.1115 -1.3557 -5.0366 0.320 1.093 0.598
C 3.6540 -2.1543 -5.9143 0.453 5.850 -1.494
O 3.7369 -3.2915 -5.9229 0.450 -5.611 0.073
C 4.2965 -1.2336 -7.0838 -0.254 -1.018 1.411
F 4.0436 -1.7651 -8.2720 0.251 -0.099 -0.233
F 3.8143 -0.0065 -7.0555 -0.154 0.617 -0.176
F 5.6352 -1.1550 -6.8878 -0.479 -0.169 -0.282
H 1.1243 -3.0586 -4.4649 0.014 -0.158 0.095
H 0.8343 -1.3528 -4.0858 -0.537 -0.130 0.349
H 1.1243 -2.5596 -2.7058 -0.455 0.285 -1.047
H 3.4414 -2.7153 -3.5783 0.559 -0.649 0.541
H 2.9231 -1.0801 -3.0300 0.430 0.303 0.282
O -0.5275 5.2827 -1.8893 -0.056 -0.673 -1.159
S -0.5736 4.7142 -3.2212 0.739 1.194 0.584
O -1.1460 5.4836 -4.2966 0.165 -0.525 0.384
O 0.9568 4.3649 -3.5714 -0.347 0.106 -0.349
C 1.4393 4.2563 -4.9724 -1.736 -0.088 -0.145
C 1.7992 2.8110 -5.2503 0.990 -0.468 0.010
C -1.3044 3.1164 -3.1656 -0.305 0.143 -0.324
H 2.2345 4.9791 -5.0663 0.562 -0.196 0.206
H 0.6488 4.6372 -5.6290 -0.010 -0.142 0.169
H 2.3587 2.5026 -4.3850 0.292 -0.369 0.577
H 2.5519 2.6797 -6.0574 -0.796 0.317 0.112
H 0.9960 2.0510 -5.3528 0.155 0.937 -0.162
H -2.3371 3.1896 -2.8196 0.176 0.207 0.097
H -0.7118 2.4976 -2.5000 0.039 -0.173 -0.092
H -1.3297 2.7944 -4.2071 0.175 -0.350 0.156
O 1.8165 4.3518 3.2157 -0.606 1.176 -1.530
S 0.9753 4.9998 2.2132 -1.068 0.178 1.204
O -0.3482 4.4571 2.0339 -0.062 -0.294 0.297
O 0.7780 6.5705 2.5525 0.078 -0.051 -0.754
C -0.0439 6.9909 3.7017 2.430 -1.822 0.714
C 0.9589 7.3398 4.7868 -0.421 -0.917 1.593
C 1.6403 5.0418 0.5728 3.081 0.371 1.540
H -0.6071 6.1305 4.0090 -0.759 -0.197 -0.025
H -0.6345 7.8486 3.4799 -0.501 0.327 -0.775
H 0.4568 7.3718 5.7786 -0.013 0.389 -0.577
H 1.3647 8.2955 4.5642 0.669 0.804 0.034
H 1.7618 6.5941 4.9863 -0.561 0.391 -0.823
H 2.6190 5.6535 0.5657 -1.613 -0.874 -0.015
H 0.9246 5.3796 -0.1467 -0.479 -0.013 -0.234
H 1.9352 3.9776 0.5343 -0.216 0.343 -0.642
O -2.5041 -0.8427 3.1157 0.504 0.921 0.117
S -3.6151 -1.7039 3.2304 -1.044 -4.006 0.370
O -3.4883 -3.0975 2.7940 0.005 1.669 -0.258
O -4.0648 -1.7747 4.7589 -0.014 0.033 -0.122
C -4.4111 -3.0705 5.3939 -0.175 0.107 -0.656
C -3.2224 -3.9573 5.4681 -0.185 -1.748 0.372
C -5.0365 -1.0008 2.5074 0.399 0.519 -0.134
H -5.2681 -3.5503 4.9074 0.200 0.345 -0.239
H -4.7118 -2.7968 6.3884 -0.195 0.427 0.316
H -3.4336 -4.8961 6.0227 -0.124 0.773 0.237
H -2.4268 -3.4312 5.9317 0.878 0.342 0.569
H -2.8931 -4.3532 4.5322 0.141 0.229 -0.738
H -4.9119 -0.8707 1.4438 0.232 -0.400 -0.416
H -4.9658 -0.0048 2.9005 -0.795 0.622 0.436
H -5.9310 -1.5673 2.7432 0.049 0.134 0.189
C -1.5169 -4.2498 -0.7853 -0.720 0.995 0.841
C -3.0789 -4.0698 -0.8731 0.979 2.292 0.064
O -3.2795 -3.1187 -2.0121 0.658 -0.837 1.602
S -1.9450 -2.1989 -2.1420 -2.651 -0.697 0.155
O -2.0335 -1.1452 -1.1949 0.366 0.157 0.472
O -1.8089 -1.9594 -3.5075 0.452 0.938 -1.625
O -0.9380 -3.2903 -1.7527 0.637 -1.959 1.699
H -1.1121 -5.2436 -0.9248 -0.035 0.015 -0.775
H -1.2715 -3.9826 0.2504 0.488 0.305 -0.427
H -3.4406 -3.6216 0.0976 0.257 -0.280 -1.165
H -3.6130 -4.9576 -1.0655 -0.561 -0.904 -0.550
C -0.3099 -0.1157 1.4998 0.821 -0.239 0.465
C -0.8644 1.1714 0.8690 -0.946 -0.054 -0.819
O 0.0312 1.4446 -0.2253 0.697 0.018 -0.092
S 1.4323 0.6820 -0.0108 -0.815 1.671 0.171
O 2.2024 1.4396 0.9005 0.498 0.322 0.637
O 1.9705 0.3813 -1.2737 0.127 -0.707 -0.894
O 0.8363 -0.5557 0.7084 -0.501 -0.596 -0.432
H -0.9923 -0.9368 1.4990 -0.299 -0.276 -0.059
H 0.1292 0.0284 2.4886 -0.559 0.244 0.077
H -0.8994 1.9894 1.6072 0.126 -0.152 -0.535
H -1.8511 1.0512 0.3236 1.010 -0.079 1.121
```
Forces are in eV/Å.

## Properties
HOMO level ... -10.25 eV
Gap between HOMO and LUMO ... 10.173 eV

***

Record 2
Here is one molecule with the formula C19H19BrN2O3S2 from the Open Molecules 2025 dataset. Energies are from the ωB97M-V functional and the def2-TZVPD basis.

XYZ file:
```
46
Properties=species:S:1:pos:R:3:forces:R:3
C -2.3115 -5.2351 -3.9297 -0.984 -0.351 0.889
C -1.4913 -4.5366 -2.8518 1.182 2.040 -1.111
C -1.0657 -3.1612 -3.2086 0.784 -1.017 2.484
C -0.3235 -2.4473 -2.2532 -0.170 0.756 0.313
C 0.1670 -1.0175 -2.5942 1.717 -2.379 -0.784
C -0.0378 -2.9615 -0.9270 -0.215 0.275 -1.140
C 0.5539 -2.1273 0.1711 -3.525 3.639 0.239
C -0.1103 -0.9580 0.6569 1.785 -3.158 -0.453
C 0.4358 -0.1085 1.7715 -1.106 0.422 -0.128
S 1.8590 -0.6520 2.6966 -0.935 2.479 -0.129
C 1.9719 0.9470 3.5133 -0.469 0.128 -0.234
C 0.9559 1.7952 3.1226 -0.919 -0.410 1.552
C -0.0288 1.1559 2.2308 1.760 -0.273 -0.073
S -1.4276 2.1905 1.7050 -3.479 -0.777 -0.848
O -2.3119 1.5162 0.7427 2.163 0.289 1.349
O -2.1370 2.8697 2.7920 2.390 -1.116 -1.248
N -0.6953 3.3887 0.7604 -1.392 -1.613 1.848
C 0.0662 4.3081 1.3598 3.487 6.097 -1.715
O -0.1051 5.0225 2.5019 -0.961 -2.022 0.844
N 0.7237 6.1837 2.5767 -1.958 -1.336 1.247
C 1.2377 6.2542 1.4355 1.649 -2.100 -3.446
C 2.0983 7.3726 1.0855 3.501 -3.483 -0.637
C 0.9632 5.0933 0.5828 -1.062 0.267 2.411
Br 1.3418 4.9903 -1.2368 0.024 -0.311 0.052
C -0.3609 -4.2846 -0.6786 0.086 -0.578 0.249
C -0.0182 -4.9286 0.6493 -1.042 -0.304 1.029
C -1.0731 -5.0737 -1.6123 0.030 2.231 -1.498
H -3.2893 -4.7019 -3.9573 0.661 -0.061 -0.451
H -1.8670 -5.2913 -4.9652 -0.340 0.056 1.330
H -2.6379 -6.2142 -3.5324 0.524 0.042 -0.606
H -1.2310 -2.5597 -4.1227 -0.323 -1.215 0.263
H 1.1607 -0.8927 -2.1454 -0.253 0.181 -0.011
H 0.3095 -0.8424 -3.6729 -0.315 -0.310 0.302
H -0.4672 -0.2972 -2.2176 -1.385 1.641 0.858
H 1.4222 -2.4453 0.6547 1.479 -0.420 0.529
H -1.1140 -0.7919 0.2415 0.586 0.542 0.299
H 2.7251 1.1893 4.3115 -0.841 -0.584 -1.142
H 0.7132 2.7601 3.6927 0.595 -1.427 -1.157
H -0.2340 3.0379 -0.0577 -0.027 -0.342 -0.631
H 2.5382 7.3518 0.0902 0.074 -0.527 0.082
H 2.8572 7.5078 1.8271 0.552 0.133 0.375
H 1.5119 8.1311 1.0851 -3.606 5.539 0.140
H -0.9902 -5.0269 1.2493 1.395 0.886 -0.242
H 0.8390 -4.4493 1.2110 -1.315 -0.533 -0.501
H 0.1702 -5.9989 0.5588 0.581 0.034 -0.461
H -1.2928 -6.0623 -1.3130 -0.384 -1.030 -0.041
```
Forces are in eV/Å.

## Properties
SMILES ... Cc1cc(C)c(/C=C/c2sccc2S(=O)(=O)Nc2onc(C)c2Br)c(C)c1
Relative energy (zero: lowest compared OMol25 entry of this formula, charge and spin) ... 191.2 kJ/mol
HOMO level ... -8.35 eV
Gap between HOMO and LUMO ... 7.685 eV

***

Record 3
Here is C7H12N2O as an isolated structure from the Open Molecules 2025 dataset. Energies are from the ωB97M-V functional and the def2-TZVPD basis.

XYZ file:
```
22
Properties=species:S:1:pos:R:3:forces:R:3
N -0.1823 -2.2898 -2.7969 -1.424 0.114 0.372
C -0.5795 -1.0270 -2.7025 4.635 -0.472 -3.953
C 0.1038 -0.1128 -1.7062 -1.382 0.869 0.789
N -0.0528 -0.5857 -0.3487 -0.151 -0.114 0.267
C 0.6958 0.1726 0.6293 0.182 -0.021 -0.022
C 0.3685 1.6800 0.9178 -0.009 0.187 -0.116
C 0.1912 1.3205 2.3928 0.102 0.219 0.251
C -0.9145 0.3234 2.5383 -0.169 -0.034 0.022
C 0.4394 -0.1541 2.0932 0.187 -0.266 0.130
H 1.1784 -0.0972 -1.9509 -0.488 -0.266 -0.208
H -0.2775 0.9071 -1.8934 0.108 -0.127 0.211
H -1.0372 -0.5993 -0.0945 0.137 0.034 0.007
H 1.7648 0.0672 0.3945 -0.237 0.022 0.030
H 1.2174 2.3435 0.7126 -0.231 -0.153 0.056
H -0.5285 2.0784 0.4189 0.207 -0.080 0.142
H 0.5656 1.9008 3.2366 -0.151 -0.193 -0.280
H -1.1734 0.0495 3.5620 0.064 0.075 -0.308
H -1.7670 0.3445 1.8514 0.251 0.020 0.191
H 1.0006 -0.8874 2.6738 -0.197 0.235 -0.179
O -0.6369 -0.6156 -3.9225 -1.358 0.979 0.395
H -0.1227 -2.7534 -1.8944 0.367 -0.884 -0.438
H -0.2533 -2.0652 -4.1112 -0.443 -0.143 2.642
```
Forces are in eV/Å.

## Properties
Relative energy (zero: lowest compared OMol25 entry of this formula, charge and spin) ... 428.5 kJ/mol
HOMO level ... -9.20 eV
Gap between HOMO and LUMO ... 9.647 eV

***

Record 4
Here is C12H23N2O3P2Yb as an isolated structure from the Open Molecules 2025 dataset. Energies are from the ωB97M-V functional and the def2-TZVPD basis.

XYZ file:
```
43
Properties=species:S:1:pos:R:3:forces:R:3
Yb 0.2517 0.7603 1.1221 0.129 -1.870 1.224
P 2.1956 -1.1012 1.2183 0.999 -0.917 -1.056
C 2.3636 -1.5087 -0.5769 0.178 0.296 -0.247
C 1.0382 -1.7595 -1.2858 0.552 0.233 -0.124
N -0.0664 -1.1335 -0.8162 -0.033 0.096 0.411
C -1.2454 -1.4064 -1.4232 -0.403 0.237 -0.094
C -1.3346 -2.2121 -2.5583 0.033 0.207 0.069
C -0.1779 -2.7716 -3.0927 0.036 0.337 0.393
C 1.0286 -2.5398 -2.4388 -0.082 -0.121 0.194
C -2.5314 -0.8135 -0.8490 0.171 -0.329 0.149
P -2.2793 0.6878 0.2023 -1.276 -0.119 -1.393
H 1.9695 -2.9532 -2.8087 -0.371 0.074 0.137
H -2.3064 -2.3512 -3.0366 0.337 -0.059 0.198
H -0.2153 -3.3638 -3.9951 -0.005 -0.044 -0.033
H -3.2262 -0.5837 -1.6780 0.243 0.026 0.454
H -3.0447 -1.5591 -0.2088 0.320 0.196 -0.300
H 2.8706 -0.6416 -1.0593 -0.179 -0.506 0.179
H 3.0320 -2.3820 -0.6742 -0.245 0.386 -0.134
H 1.7285 3.9300 -1.4452 0.630 -0.005 -0.463
O 2.4366 3.5065 -1.9704 -0.939 0.387 0.024
H 2.3725 3.9662 -2.8317 0.185 -0.361 0.545
H -1.4457 4.8425 0.6961 0.125 0.670 -0.307
O -1.1193 5.5413 0.0985 -0.495 -0.323 0.709
H -1.5505 6.3466 0.4471 0.358 -0.395 -0.333
C -2.4169 2.0204 -1.0459 0.347 0.294 0.180
H -3.3888 2.0178 -1.5570 0.244 -0.056 0.187
H -2.2806 2.9853 -0.5318 -0.119 -0.147 -0.384
H -1.6147 1.9013 -1.7915 -0.268 0.115 0.135
C -3.7769 0.8295 1.2042 0.256 0.015 0.561
H -3.6559 1.7433 1.7960 -0.224 -0.159 0.055
H -4.7120 0.8886 0.6441 0.236 -0.036 -0.192
H -3.8129 -0.0271 1.8858 -0.072 0.202 -0.005
C 2.2196 -2.7495 2.0106 -0.715 0.378 0.444
H 3.1357 -3.3187 1.7970 -0.217 0.398 -0.075
H 2.1363 -2.5640 3.0938 0.005 -0.338 -0.317
H 1.3371 -3.3145 1.6702 0.321 0.125 0.226
C 3.7944 -0.3472 1.6366 -0.220 0.256 0.221
H 3.7365 -0.1141 2.7084 0.273 0.047 -0.213
H 4.6527 -0.9991 1.4475 -0.194 0.074 -0.010
H 3.8993 0.5873 1.0674 0.172 -0.189 0.197
O -0.0062 -0.0212 5.5073 0.017 -0.102 -3.033
C -0.0003 -0.0167 4.3185 -0.061 0.111 2.793
N 0.0093 -0.0016 3.1031 -0.051 0.915 -0.972
```
Forces are in eV/Å.

## Properties
Relative energy (zero: lowest compared OMol25 entry of this formula, charge and spin) ... 70.8 kJ/mol
Net charge ... +2
HOMO level (alpha / beta) ... -15.87 / -15.87 eV
2S+1 ... 2
Gap between HOMO and LUMO (alpha / beta) ... 8.017 / 7.493 eV